[1]
The following is a DFT calculation (wB97M-V/def2-TZVPD) of 2 unconnected molecules or ions with the total composition C8H12N2O2 at a distorted geometry.

E	-571.91610	Eh
max |F|	4.21	eV/A
lowest unoccupied orbital energy	0.00507	Ha
relative energy (zero: lowest compared OMol25 entry of this formula, charge and spin)	98.7	kcal per mole
HOMO-LUMO gap	9.260	eV

```
! RIJCOSX wB97M-V def2-TZVPD def2/J DEFGRID3
* xyz 0 1
O 0.258 0.073 2.480
O -2.115 1.035 0.033
N -4.017 1.800 -1.079
N -2.378 -1.010 -1.362
C -3.104 1.430 -0.403
C -1.629 -1.253 -0.378
C 1.808 1.425 0.742
C -1.079 -0.970 0.807
C 1.335 -0.015 0.356
C 2.396 -1.099 0.628
C 0.151 -0.315 1.276
C 0.999 -0.106 -1.155
H 2.166 1.390 1.742
H 3.299 -1.024 0.087
H 0.635 0.917 -1.491
H -2.799 -1.615 -2.061
H 2.565 -1.050 1.693
H 0.278 -0.862 -1.432
H -4.530 1.029 -1.672
H -1.711 -1.181 1.687
H 2.663 1.669 0.152
H 1.901 -0.236 -1.740
H 0.904 2.073 0.563
H 2.003 -2.104 0.529
*
```


[2]
The following is a DFT calculation (wB97M-V/def2-TZVPD) of a single C8H12N2O3 molecule at a distorted geometry.

E	-647.22863	Eh
max |F|	3.49	eV/A
lowest unoccupied orbital energy	0.00968	Ha
relative energy (zero: lowest compared OMol25 entry of this formula, charge and spin)	25.6	kcal per mole
HOMO-LUMO gap	8.967	eV

```
! RIJCOSX wB97M-V def2-TZVPD def2/J DEFGRID3
* xyz 0 1
O 1.400 2.690 -0.619
O -0.955 2.105 0.446
O 3.235 -1.435 0.712
N -1.279 -1.414 -0.220
N -4.056 -0.730 -0.031
C -0.539 0.859 0.127
C 0.984 -0.884 -0.207
C 2.376 -1.437 -0.436
C 0.767 0.441 -0.016
C -0.028 -1.818 -0.162
C -3.076 0.281 0.178
C -1.540 -0.134 -0.002
C 1.876 1.488 0.133
H -3.108 1.140 -0.443
H -3.742 -1.568 0.417
H 2.832 -0.964 -1.295
H 1.976 3.514 -0.416
H 2.339 -2.538 -0.841
H -3.174 0.587 1.250
H -3.902 -1.002 -1.025
H 2.840 1.111 -0.228
H 2.797 -2.006 1.351
H 2.009 1.884 1.127
H 0.165 -2.919 -0.122
H -0.197 2.748 0.322
*
```


[3]
The following is a DFT calculation (wB97M-V/def2-TZVPD) of a gas-phase ion, C8H12N3 (charge +1) at a distorted geometry.

E	-475.84402	Eh
max |F|	3.94	eV/A
lowest unoccupied orbital energy (spin up / spin down)	-0.15626 / -0.15625	Ha
relative energy (zero: lowest compared OMol25 entry of this formula, charge and spin)	148.4	kcal per mole
HOMO-LUMO gap (spin up / spin down)	6.841 / 6.841	eV

```
! RIJCOSX wB97M-V def2-TZVPD def2/J DEFGRID3
* xyz 1 1
N 0.653 -1.218 -1.069
N 0.441 0.844 1.554
N -0.604 -1.314 0.929
C 0.402 1.879 2.584
C 0.435 0.901 -2.115
C -0.140 -0.415 1.875
C -1.695 -2.020 -1.123
C 0.782 1.009 0.342
C -0.470 -1.334 -0.414
C 1.198 1.338 -0.827
C 0.963 -0.460 -2.081
H 2.217 1.869 -1.142
H 0.642 1.439 -3.100
H -0.492 2.530 2.805
H -0.648 0.930 -1.904
H -1.416 -1.911 1.207
H -0.158 -0.760 2.858
H 1.108 2.686 2.394
H -1.172 -2.664 -1.841
H 1.880 -0.816 -2.496
H -2.325 -2.711 -0.574
H -2.204 -1.188 -1.450
H 0.602 1.386 3.587
*
```


[4]
The following is a DFT calculation (wB97M-V/def2-TZVPD) of a gas-phase ion, C8H12N3S2 (charge +1) at a distorted geometry.

E	-1272.35386	Eh
max |F|	4.87	eV/A
lowest unoccupied orbital energy	-0.16077	Ha
relative energy (zero: lowest compared OMol25 entry of this formula, charge and spin)	5.4	kcal per mole
HOMO-LUMO gap	8.170	eV

```
! RIJCOSX wB97M-V def2-TZVPD def2/J DEFGRID3
* xyz 1 1
S 4.102 0.590 0.696
S 0.630 1.412 1.183
N 0.639 0.631 -1.188
N -0.600 1.246 -1.143
N -1.226 -0.328 0.450
C 3.040 -0.762 -1.245
C 4.457 -0.941 -1.313
C -2.123 2.087 0.555
C -1.149 1.097 0.182
C -1.904 -0.889 1.629
C 2.649 0.099 -0.264
C 1.358 0.591 -0.104
C 5.090 -0.273 -0.331
H -1.626 -0.773 -0.390
H 4.939 -1.413 -2.172
H -3.161 1.820 0.435
H 0.909 0.309 -2.155
H 6.138 -0.299 -0.308
H -2.017 2.564 1.623
H -1.983 3.056 0.001
H 2.435 -0.978 -2.187
H -0.676 2.128 -1.601
H -1.912 -1.944 1.613
H -1.258 -0.786 2.445
H -2.916 -0.432 1.804
*
```


[5]
The following is a DFT calculation (wB97M-V/def2-TZVPD) of a molecular structure, C8H12N4O at a distorted geometry.

E	-605.80114	Eh
max |F|	9.82	eV/A
lowest unoccupied orbital energy	-0.02373	Ha
relative energy (zero: lowest compared OMol25 entry of this formula, charge and spin)	302.6	kcal per mole
HOMO-LUMO gap	8.485	eV

```
! RIJCOSX wB97M-V def2-TZVPD def2/J DEFGRID3
* xyz 0 1
O -4.168 -1.740 0.049
N -0.739 2.360 -1.130
N -1.735 1.469 -0.524
N -2.074 -0.626 0.568
N -3.038 -0.590 -0.479
C 1.125 -0.015 0.461
C 3.249 -1.211 -0.567
C 0.723 -1.103 -0.478
C -1.222 0.292 0.386
C 2.246 0.557 0.865
C -0.087 0.439 1.203
C 3.264 -0.165 0.186
C 1.932 -1.632 -0.912
H 0.067 1.492 1.519
H 2.442 1.430 1.606
H 4.309 0.320 0.432
H -0.274 -1.537 -0.331
H 1.788 -2.471 -1.493
H -3.761 0.544 -0.566
H -0.433 -0.110 2.137
H -0.045 1.680 -1.927
H -5.056 -1.742 1.293
H 4.129 -1.518 -1.006
H -2.324 1.117 -1.275
H -0.319 2.762 -0.021
*
```


[6]
The following is a DFT calculation (wB97M-V/def2-TZVPD) of a molecular structure, C8H12N4S at a distorted geometry.

E	-928.98588	Eh
max |F|	7.26	eV/A
lowest unoccupied orbital energy	0.01216	Ha
relative energy (zero: lowest compared OMol25 entry of this formula, charge and spin)	150.7	kcal per mole
HOMO-LUMO gap	8.065	eV

```
! RIJCOSX wB97M-V def2-TZVPD def2/J DEFGRID3
* xyz 0 1
S -1.454 -1.503 0.051
N 0.360 0.015 1.282
N -3.960 -1.672 -0.503
N -4.654 2.273 -0.339
N -1.760 0.848 0.749
C -2.975 0.531 0.335
C 1.924 -0.815 -0.510
C -0.913 0.036 0.988
C 1.507 -0.788 1.035
C 3.179 1.307 -0.432
C -3.868 1.580 0.216
C 2.015 0.572 -0.986
C -2.959 -0.785 -0.117
H 4.406 1.065 -1.151
H 1.031 1.031 -0.434
H -4.721 -1.307 -0.938
H 2.996 -1.325 -0.457
H 1.999 0.682 -2.009
H 2.890 2.683 -0.395
H -3.620 -2.611 -0.882
H 2.337 -0.342 1.626
H 1.044 -1.271 -1.051
H 1.151 -1.700 1.215
H 0.561 0.855 1.812
H 3.482 0.642 0.896
*
```